Record 1
Formula: C31H69BrN2O6
Source: OMol25
Level of theory: ωB97M-V/def2-TZVPD

The geometry in XYZ format:
```
109
Properties=species:S:1:pos:R:3:mulliken_charge:R:1
N -1.86 0.47 0.61 -0.690
C -1.05 0.73 -0.26 -0.128
C -0.24 0.91 -1.63 0.198
C -1.14 0.92 -2.97 0.401
C -0.23 0.56 -4.27 -0.031
N 0.58 0.02 -5.00 -0.556
C -2.47 0.02 -2.93 -0.786
C -2.26 -1.54 -3.24 -0.748
C -0.98 -2.23 -2.56 -0.491
Br -1.27 -2.74 -0.64 -0.197
H 0.65 0.16 -1.67 0.062
H 0.28 1.95 -1.58 0.369
H -1.48 2.02 -3.13 0.492
H -3.15 0.43 -3.78 0.350
H -3.10 0.14 -1.97 0.298
H -2.24 -1.78 -4.38 0.352
H -3.21 -2.08 -2.85 0.385
H 0.00 -1.65 -2.67 0.230
H -0.82 -3.24 -3.11 0.433
C 4.62 4.23 0.70 -0.989
C 3.29 4.49 0.02 -0.486
O 2.53 3.31 -0.22 -0.271
C 2.17 2.55 0.92 -0.276
C 1.32 3.32 1.91 -1.271
H 5.23 3.54 0.11 0.228
H 5.17 5.16 0.83 0.407
H 4.49 3.78 1.69 0.240
H 3.48 4.94 -0.96 0.405
H 2.69 5.22 0.58 0.416
H 3.06 2.14 1.40 0.386
H 1.59 1.69 0.56 0.313
H 1.84 4.19 2.32 0.180
H 1.03 2.68 2.75 0.419
H 0.41 3.69 1.43 0.276
C 3.87 1.92 -3.23 -0.228
C 5.25 1.30 -3.10 -0.528
O 5.55 0.87 -1.78 -0.458
C 4.69 -0.12 -1.22 0.186
C 4.66 -1.41 -2.02 -1.000
H 3.77 2.77 -2.55 -0.060
H 3.70 2.27 -4.25 0.447
H 3.08 1.21 -2.98 -0.133
H 6.00 2.05 -3.36 0.363
H 5.37 0.48 -3.81 0.332
H 3.69 0.29 -1.09 -0.176
H 5.07 -0.33 -0.22 0.397
H 4.28 -1.26 -3.03 0.301
H 4.01 -2.14 -1.53 0.214
H 5.66 -1.83 -2.11 0.321
C 1.87 -4.67 -0.97 -0.669
C 1.44 -6.06 -1.41 -0.402
O 0.99 -6.12 -2.76 -0.376
C 1.93 -5.74 -3.75 -0.219
C 3.19 -6.60 -3.76 -1.153
H 1.05 -3.96 -1.10 0.022
H 2.18 -4.68 0.08 0.481
H 2.72 -4.30 -1.56 0.112
H 0.60 -6.38 -0.78 0.330
H 2.24 -6.79 -1.24 0.328
H 2.18 -4.68 -3.65 0.197
H 1.43 -5.85 -4.72 0.387
H 3.74 -6.52 -2.82 0.272
H 3.85 -6.29 -4.57 0.401
H 2.93 -7.65 -3.90 0.291
C -5.12 5.34 3.14 -1.003
C -5.59 4.94 1.75 -0.327
O -4.53 4.78 0.82 -0.457
C -3.55 3.79 1.13 -0.068
C -4.13 2.39 1.26 -0.960
H -4.54 6.27 3.10 0.274
H -5.97 5.48 3.81 0.403
H -4.47 4.58 3.59 0.246
H -6.23 5.73 1.36 0.339
H -6.20 4.03 1.79 0.304
H -3.00 4.08 2.03 0.119
H -2.82 3.80 0.31 0.229
H -4.86 2.32 2.07 0.321
H -3.33 1.67 1.46 0.430
H -4.63 2.10 0.33 0.224
C 2.50 5.61 5.89 -1.052
C 1.17 5.87 5.20 -0.430
O 0.41 4.69 4.96 -0.327
C 0.04 3.93 6.11 -0.362
C -0.81 4.71 7.10 -1.063
H 3.10 4.92 5.29 0.269
H 3.05 6.55 6.01 0.401
H 2.37 5.17 6.87 0.271
H 1.36 6.32 4.22 0.349
H 0.57 6.60 5.76 0.352
H 0.94 3.52 6.59 0.324
H -0.53 3.08 5.74 0.340
H -0.28 5.57 7.50 0.263
H -1.09 4.06 7.94 0.397
H -1.72 5.07 6.62 0.277
C -5.27 -7.96 0.28 -1.005
C -5.42 -6.77 -0.66 -0.332
O -4.39 -5.80 -0.51 -0.410
C -3.06 -6.24 -0.75 0.174
C -2.84 -6.77 -2.15 -0.941
H -5.26 -7.62 1.32 0.280
H -6.10 -8.65 0.14 0.383
H -4.34 -8.50 0.10 0.256
H -6.36 -6.26 -0.44 0.333
H -5.48 -7.10 -1.70 0.301
H -2.77 -6.98 0.01 0.285
H -2.41 -5.37 -0.59 -0.165
H -3.46 -7.65 -2.36 0.336
H -1.79 -7.06 -2.29 0.282
H -3.09 -6.01 -2.89 0.237
```

Values from the calculation:
Gap between HOMO and LUMO   9.912 eV
SMILES string   N#CC[C@@H](C#N)CCCBr.CCOCC.CCOCC.CCOCC.CCOCC.CCOCC.CCOCC

***

Record 2
Formula: C31H69N3O7
Source: OMol25
Level of theory: ωB97M-V/def2-TZVPD

The geometry in XYZ format:
```
110
Properties=species:S:1:pos:R:3:mulliken_charge:R:1
C -1.16 -4.67 3.30 -1.643
C -1.00 -4.99 1.80 1.655
C -2.32 -5.67 1.38 -1.887
C -0.87 -3.69 1.02 -1.150
C 0.54 -3.17 0.95 0.627
C 1.53 -4.22 0.50 -1.494
C 1.49 -5.52 1.39 1.602
C 2.22 -6.55 0.51 -1.946
C 2.31 -5.23 2.62 -1.837
N 0.12 -5.92 1.67 0.514
O -0.03 -7.18 2.28 -0.488
H -0.31 -4.09 3.70 0.233
H -2.04 -4.07 3.54 0.463
H -1.15 -5.51 4.00 0.372
H -2.34 -6.68 1.77 0.427
H -3.16 -5.20 1.88 0.371
H -2.50 -5.60 0.31 0.414
H -1.46 -3.62 0.10 0.355
H -1.43 -2.96 1.62 0.103
H 0.64 -2.29 0.30 0.014
H 0.84 -2.84 1.95 -0.257
H 2.55 -3.83 0.59 0.486
H 1.39 -4.45 -0.56 0.384
H 2.15 -7.58 0.88 0.415
H 3.24 -6.23 0.32 0.378
H 1.74 -6.66 -0.47 0.456
H 3.37 -5.17 2.36 0.440
H 2.15 -5.97 3.41 0.352
H 2.04 -4.31 3.16 0.284
H -0.06 -7.77 1.51 0.349
C -3.34 2.01 2.53 -1.998
C -2.41 1.09 3.38 1.930
C -3.22 -0.15 3.83 -1.858
C -1.31 0.66 2.39 -1.805
C -0.13 -0.09 2.94 1.131
C 0.55 0.71 4.05 -1.894
C -0.52 1.19 5.08 1.880
C -0.83 0.01 6.04 -1.576
C 0.18 2.34 5.84 -2.005
N -1.69 1.79 4.41 0.146
O -2.60 2.32 5.36 -0.472
H -3.38 1.64 1.51 0.325
H -4.37 2.00 2.90 0.435
H -2.92 3.01 2.61 0.436
H -3.83 -0.58 3.03 0.397
H -2.53 -0.97 4.07 0.362
H -3.79 0.07 4.73 0.415
H -1.64 -0.02 1.60 0.536
H -1.04 1.57 1.84 0.545
H -0.55 -1.06 3.23 -0.312
H 0.54 -0.18 2.08 -0.061
H 1.11 1.51 3.56 0.420
H 1.32 0.19 4.62 0.494
H -0.45 0.19 7.04 0.378
H -0.38 -0.89 5.61 0.284
H -1.91 -0.15 6.07 0.301
H 1.22 2.07 6.06 0.462
H -0.21 2.40 6.86 0.425
H 0.19 3.29 5.32 0.410
H -2.34 3.25 5.44 0.353
C -2.42 5.18 -3.91 -1.986
C -1.50 3.96 -4.22 1.600
C -0.07 4.49 -4.15 -1.584
C -1.78 2.91 -3.12 -1.436
C -1.23 1.56 -3.52 -0.282
C -2.03 1.11 -4.74 -1.508
C -1.89 2.08 -5.95 1.727
C -0.53 1.79 -6.58 -1.731
C -3.01 1.71 -6.90 -1.837
N -1.98 3.48 -5.50 0.366
O -1.73 4.36 -6.58 -0.523
H -2.29 5.64 -2.93 0.398
H -2.44 5.96 -4.68 0.385
H -3.46 4.85 -3.84 0.457
H 0.35 4.69 -3.16 0.400
H 0.69 3.84 -4.61 0.296
H -0.01 5.42 -4.71 0.370
H -1.28 3.32 -2.24 0.469
H -2.85 2.83 -2.94 0.389
H -0.17 1.41 -3.70 0.401
H -1.63 0.88 -2.76 0.219
H -3.09 1.04 -4.47 0.324
H -1.65 0.14 -5.08 0.494
H -0.37 2.41 -7.47 0.353
H -0.40 0.76 -6.90 0.421
H 0.29 2.18 -5.97 0.318
H -3.16 2.45 -7.69 0.385
H -3.99 1.57 -6.43 0.370
H -2.88 0.75 -7.42 0.372
H -2.61 4.57 -6.92 0.367
O 2.47 0.47 -2.07 -0.569
C 1.80 0.43 -0.81 -0.352
C 1.56 1.83 -0.23 0.559
O 2.72 2.48 0.23 -0.563
H 3.33 0.89 -1.98 0.246
H 0.81 0.02 -1.01 0.281
H 2.41 -0.25 -0.20 0.243
H 0.90 1.62 0.61 -0.342
H 0.99 2.38 -0.99 0.054
H 3.23 2.72 -0.57 0.362
O 4.50 3.07 -1.97 -0.515
C 5.85 2.59 -2.18 -0.438
C 6.32 1.71 -1.05 -0.216
O 7.72 1.85 -0.90 -0.522
H 4.19 3.41 -2.81 0.250
H 5.86 2.18 -3.19 0.334
H 6.52 3.46 -2.22 0.360
H 5.93 0.71 -1.24 0.209
H 5.85 2.09 -0.14 0.231
H 7.93 1.45 -0.05 0.319
```

Values from the calculation:
ΔE to the lowest compared entry with this formula, charge and spin   1.5262 eV
Gap between HOMO and LUMO   8.325 eV
SMILES string   CC1(C)CCCC(C)(C)N1O.CC1(C)CCCC(C)(C)N1O.CC1(C)CCCC(C)(C)N1O.OCCO.OCCO

***

Record 3
Formula: C31H69O13P
Source: OMol25
Level of theory: ωB97M-V/def2-TZVPD

The geometry in XYZ format:
```
114
Properties=species:S:1:pos:R:3:mulliken_charge:R:1
C -5.29 4.85 -3.97 -0.645
O -5.54 4.23 -2.72 -0.363
P -4.46 3.29 -1.92 0.907
O -4.05 2.01 -2.58 -0.499
O -3.34 4.33 -1.43 -0.340
C -2.07 3.92 -0.98 -0.549
O -5.34 3.02 -0.55 -0.361
C -4.86 3.49 0.72 -0.487
H -4.28 4.62 -4.33 0.282
H -5.35 5.93 -3.88 0.271
H -6.07 4.60 -4.68 0.269
H -2.07 4.11 0.09 0.359
H -1.18 4.44 -1.34 0.181
H -1.91 2.84 -1.07 0.206
H -4.62 4.54 0.88 0.300
H -4.05 2.81 1.02 0.112
H -5.62 3.24 1.46 0.302
C 5.90 -0.66 3.53 -0.601
O 5.69 -1.32 2.37 -0.304
C 4.52 -0.96 1.76 -0.571
C 4.48 0.48 1.16 0.170
O 5.24 0.40 0.00 -0.175
C 6.66 0.61 0.26 -0.640
H 6.05 0.42 3.49 0.312
H 6.76 -1.16 3.97 0.276
H 5.01 -0.76 4.16 0.381
H 3.73 -1.35 2.40 0.542
H 4.39 -1.66 0.93 0.357
H 4.83 1.30 1.79 0.362
H 3.48 0.69 0.80 -0.046
H 6.83 1.57 0.74 0.343
H 7.17 0.62 -0.70 0.303
H 7.19 -0.16 0.83 0.304
C -1.45 -0.08 -3.95 -0.613
O -0.44 0.56 -3.14 0.104
C 0.73 0.99 -3.78 -0.648
C 1.81 1.33 -2.83 -0.674
O 1.59 2.35 -1.80 0.100
C 1.25 3.66 -2.28 -0.541
H -1.76 0.70 -4.65 0.287
H -2.22 -0.52 -3.32 0.001
H -1.02 -0.94 -4.45 0.330
H 0.39 1.89 -4.29 0.344
H 1.09 0.17 -4.40 0.436
H 2.69 1.60 -3.40 0.437
H 2.04 0.46 -2.22 0.149
H 2.13 4.08 -2.77 0.323
H 0.97 4.21 -1.38 -0.159
H 0.38 3.64 -2.94 0.306
C -0.68 -0.06 0.06 0.579
C -0.48 -1.29 0.91 -0.622
C 0.89 -0.84 1.47 -0.139
O 0.68 0.58 1.69 -0.520
C -0.41 1.14 0.90 0.501
H -1.66 0.02 -0.41 0.459
H -0.04 -0.07 -0.81 -0.888
H -0.40 -2.24 0.37 0.369
H -1.34 -1.34 1.58 0.147
H 1.69 -1.12 0.78 -0.035
H 1.06 -1.23 2.47 0.324
H -0.16 2.13 0.53 -0.584
H -1.37 1.30 1.39 0.215
C 3.08 5.19 0.70 0.215
C 3.31 6.69 0.72 -0.633
C 1.94 7.26 1.17 -0.450
O 1.10 6.15 1.36 -0.419
C 1.83 4.99 1.59 -0.067
H 3.91 4.62 1.14 0.260
H 3.00 4.84 -0.32 -0.125
H 3.60 7.08 -0.25 0.307
H 4.04 6.95 1.49 0.250
H 1.53 7.93 0.41 0.279
H 1.96 7.87 2.07 0.302
H 1.21 4.14 1.30 -0.254
H 1.95 4.89 2.67 0.371
C 0.51 -4.92 5.30 -0.579
C -0.67 -5.51 4.52 -0.531
C -1.25 -4.34 3.69 -0.004
O -1.00 -3.27 4.66 -0.466
C 0.23 -3.44 5.40 -0.013
H 1.46 -5.05 4.79 0.246
H 0.61 -5.37 6.29 0.301
H -1.33 -5.98 5.24 0.300
H -0.31 -6.20 3.76 0.308
H -2.32 -4.44 3.49 0.110
H -0.70 -4.19 2.76 0.130
H 0.17 -3.03 6.41 0.334
H 0.99 -2.94 4.81 -0.118
C -5.62 -2.62 -1.01 -0.702
C -5.74 -3.19 0.40 -0.603
C -4.36 -3.82 0.62 -0.407
O -3.44 -2.98 -0.04 -0.283
C -4.10 -2.24 -1.10 0.119
H -6.29 -1.76 -1.01 0.285
H -5.95 -3.26 -1.84 0.321
H -6.50 -3.97 0.51 0.343
H -5.92 -2.37 1.09 0.304
H -4.35 -4.78 0.10 0.315
H -4.14 -4.01 1.67 0.155
H -3.78 -2.57 -2.10 0.119
H -3.91 -1.18 -0.99 0.027
C 0.00 -4.97 -3.24 -0.443
C 1.15 -4.09 -2.67 0.174
C 1.91 -4.95 -1.63 -0.390
O 1.07 -6.08 -1.52 -0.452
C 0.37 -6.36 -2.74 -0.391
H -0.02 -4.92 -4.33 0.299
H -1.01 -4.68 -2.96 0.114
H 0.79 -3.23 -2.11 -0.293
H 1.86 -3.71 -3.41 0.370
H 2.03 -4.45 -0.67 0.142
H 2.90 -5.27 -1.96 0.296
H -0.54 -6.86 -2.40 0.293
H 0.98 -7.00 -3.39 0.286
```

Values from the calculation:
2S+1   2
Charge   +1
Gap between HOMO and LUMO (alpha / beta)   8.605 / 2.444 eV

***

Record 4
Formula: C31H71N4O9P2
Source: OMol25
Level of theory: ωB97M-V/def2-TZVPD

The geometry in XYZ format:
```
117
Properties=species:S:1:pos:R:3:mulliken_charge:R:1
C -1.51 0.46 0.27 -1.170
N -2.70 0.18 -0.56 -0.242
C -2.93 -1.22 -0.83 -1.259
C -2.31 -1.75 -2.16 0.386
N -1.62 -3.05 -1.97 0.008
C -2.15 -4.06 -2.75 0.065
N -1.30 -4.80 -3.44 -0.145
N -3.52 -4.28 -2.82 -0.346
C -4.27 -3.01 -3.09 -1.066
C -3.32 -1.82 -3.32 0.024
C -4.09 -0.51 -3.48 -0.835
C -4.69 -0.35 -4.91 -0.965
C -3.82 0.55 -5.81 -1.519
C -2.47 -0.14 -6.02 0.625
C -1.57 0.49 -7.07 -1.061
C -0.12 -0.07 -7.05 -0.462
C -0.05 -1.51 -6.53 0.400
C 1.34 -2.15 -6.66 -1.064
C 2.46 -1.50 -5.84 -0.928
C 2.08 -1.04 -4.42 -0.480
C 2.19 -2.13 -3.35 -0.363
C 1.93 -1.53 -1.95 -0.453
O 3.14 -1.24 -1.27 -0.357
C 3.66 -2.36 -0.59 -0.804
H -1.23 -0.38 0.91 0.398
H -1.77 1.29 0.93 0.429
H -0.66 0.82 -0.32 0.354
H -2.60 0.71 -1.41 0.210
H -2.58 -1.81 0.02 0.573
H -4.01 -1.37 -0.90 0.194
H -1.57 -1.00 -2.46 0.281
H -1.65 -3.38 -1.01 0.395
H -0.59 -4.32 -3.98 0.217
H -1.29 -5.81 -3.42 0.315
H -3.86 -4.62 -1.92 0.356
H -4.86 -3.11 -4.00 0.339
H -4.94 -2.75 -2.27 0.549
H -2.82 -2.05 -4.26 0.401
H -4.92 -0.50 -2.77 0.588
H -3.45 0.36 -3.31 0.277
H -4.72 -1.34 -5.36 0.399
H -5.71 0.04 -4.85 0.325
H -3.70 1.52 -5.34 0.359
H -4.37 0.67 -6.75 0.487
H -2.66 -1.20 -6.22 0.382
H -1.94 -0.10 -5.06 -0.189
H -1.54 1.56 -6.86 0.310
H -2.01 0.37 -8.06 0.396
H 0.48 0.57 -6.40 0.231
H 0.26 -0.06 -8.08 0.355
H -0.72 -2.11 -7.15 0.641
H -0.36 -1.59 -5.49 -0.755
H 1.23 -3.23 -6.48 0.365
H 1.63 -2.06 -7.71 0.422
H 3.25 -2.25 -5.73 0.404
H 2.93 -0.67 -6.36 0.417
H 2.81 -0.27 -4.14 0.295
H 1.10 -0.57 -4.35 0.328
H 3.23 -2.47 -3.32 0.362
H 1.56 -3.00 -3.55 0.130
H 1.30 -2.21 -1.36 0.394
H 1.40 -0.58 -2.02 0.194
H 4.56 -2.75 -1.07 0.278
H 2.94 -3.18 -0.50 0.337
H 3.95 -2.08 0.43 0.271
O 4.22 4.52 2.45 -0.821
P 2.88 3.95 2.67 0.665
O 1.80 5.15 2.49 -0.334
C 1.81 5.93 1.30 -0.373
C 1.20 5.19 0.12 -0.929
O 2.79 3.74 4.27 -0.379
C 3.93 3.89 5.12 -0.299
C 3.99 5.28 5.70 -1.166
O 1.84 2.69 2.44 0.289
C 2.01 1.79 1.34 0.045
C 3.45 1.47 1.01 -1.075
H 2.83 6.25 1.06 0.312
H 1.23 6.82 1.51 0.360
H 1.84 4.36 -0.19 0.160
H 1.07 5.85 -0.73 0.448
H 0.23 4.77 0.40 0.207
H 4.84 3.63 4.59 0.351
H 3.81 3.16 5.92 0.381
H 3.97 6.04 4.91 0.257
H 4.90 5.42 6.29 0.388
H 3.13 5.46 6.34 0.304
H 1.49 2.20 0.46 0.076
H 1.49 0.87 1.62 0.213
H 3.96 2.36 0.62 0.357
H 3.49 0.70 0.25 0.046
H 3.99 1.14 1.89 0.385
O -1.20 -0.62 5.40 -0.788
P -0.29 -0.26 6.51 1.313
O -1.21 0.33 7.71 -0.334
C -2.30 -0.44 8.20 -0.329
C -1.85 -1.58 9.10 -0.931
O 0.43 1.10 6.01 -0.428
C 0.29 1.58 4.67 0.410
C -0.82 2.60 4.58 -1.286
O 1.03 -0.63 7.41 -0.341
C 1.49 -1.98 7.56 -0.242
C 1.35 -2.81 6.29 -1.087
H -2.90 -0.82 7.37 0.258
H -2.93 0.25 8.77 0.342
H -1.32 -2.34 8.51 0.180
H -2.70 -2.06 9.58 0.418
H -1.16 -1.21 9.86 0.260
H 0.14 0.76 3.97 0.150
H 1.23 2.05 4.41 -0.031
H -1.76 2.20 4.97 0.375
H -0.98 2.91 3.55 0.325
H -0.57 3.48 5.17 0.302
H 0.97 -2.46 8.39 0.243
H 2.54 -1.92 7.83 0.327
H 0.29 -2.97 6.05 0.328
H 1.82 -3.78 6.42 0.403
H 1.81 -2.30 5.44 0.294
```

Values from the calculation:
Charge   +1
Gap between HOMO and LUMO   6.152 eV

***

For the records above, the corresponding calculated total energy values read -118568.088; -52062.842; -69157.684; -76258.896 eV.